Run i
An isolated molecule of C17H28N4O2S. Source: the OMol25 dataset; level of theory: wB97M-V/def2-TZVPD.

Positions of all 52 atoms, in Å:
C  4.25003  0.54321  -2.29691
C  3.57134  0.90619  -1.02113
C  2.97213  2.09568  -0.73393
S  2.31906  2.09132  0.85714
C  2.91997  0.46428  1.03501
C  2.62809  -0.33950  2.25648
N  1.56286  -1.29150  1.96631
C  2.01674  -2.54583  1.41799
C  0.29439  -0.81529  2.03597
O  0.08879  0.33057  2.39973
C  -0.86361  -1.73451  1.70377
C  -1.30891  -1.62642  0.21562
C  -0.59394  -2.70407  -0.60453
O  -0.53653  -3.85702  -0.20979
N  -0.05464  -2.34854  -1.78334
C  0.01741  -0.99876  -2.28682
C  -0.02511  -0.05838  -1.07709
N  -1.20685  -0.27655  -0.28689
C  -2.41215  0.36862  -0.76889
C  -2.82248  1.59199  0.08207
C  -3.11880  1.15728  1.51595
C  -1.69336  2.62147  0.10834
C  -4.07481  2.20686  -0.54795
N  3.52300  0.00355  -0.00599
H  3.90192  -0.42916  -2.63898
H  5.32521  0.47404  -2.13800
H  4.05194  1.29128  -3.05927
H  2.88344  2.96050  -1.35940
H  3.51500  -0.89435  2.56911
H  2.28903  0.32130  3.05740
H  1.19155  -3.18305  1.12255
H  2.64540  -2.35196  0.54425
H  2.61551  -3.07253  2.16577
H  -1.69068  -1.39734  2.32888
H  -0.65621  -2.77867  1.93144
H  -2.36188  -1.93729  0.19643
H  0.35731  -3.09709  -2.32277
H  -0.82769  -0.79317  -2.95761
H  0.94545  -0.86982  -2.84947
H  0.85138  -0.26086  -0.45644
H  0.01281  0.98099  -1.39906
H  -3.24620  -0.34175  -0.77004
H  -2.27294  0.70251  -1.80501
H  -3.85142  0.35262  1.53647
H  -3.51374  1.99402  2.08758
H  -2.20047  0.82430  1.98910
H  -2.00112  3.49808  0.67350
H  -1.43001  2.94115  -0.89875
H  -0.81995  2.19423  0.59263
H  -4.39423  3.07684  0.02063
H  -4.89247  1.48874  -0.56050
H  -3.87955  2.52178  -1.57155

* LUMO energy: 0.57 eV
* E_HOMO: -8.229 eV
* SMILES string: Cc1csc(CN(C)C(=O)C[C@@H]2C(=O)NCCN2CC(C)(C)C)n1

Run ii
An isolated molecule of C17H28N4O2S. Source: the OMol25 dataset; level of theory: wB97M-V/def2-TZVPD.

Positions of all 52 atoms, in Å:
C  7.48252  0.78679  -0.48118
C  6.36737  1.43189  0.34852
C  6.33222  2.94314  0.14006
C  5.06234  0.82028  -0.02545
N  4.13400  1.40901  -0.68584
N  3.06643  0.65628  -0.93032
C  3.16966  -0.53761  -0.45152
N  2.20475  -1.49272  -0.57807
C  2.31866  -2.72542  -0.00928
O  3.29481  -3.06358  0.62558
C  1.11623  -3.62030  -0.23910
C  -0.09701  -3.17258  0.58468
C  -0.85205  -2.01274  -0.05564
O  -0.48224  -1.45651  -1.07604
N  -1.97118  -1.66652  0.59721
C  -2.83712  -0.56985  0.18041
C  -4.24601  -1.12761  -0.06329
C  -5.00346  -0.48879  -1.23070
C  -5.05585  1.04064  -1.23657
C  -5.43205  1.65110  0.11940
C  -4.33851  2.53589  0.72328
C  -2.91521  1.97063  0.70190
C  -2.75278  0.54519  1.23908
S  4.67192  -0.84883  0.39201
H  8.44586  1.20550  -0.20050
H  7.31555  0.97477  -1.53940
H  7.50845  -0.28830  -0.31723
H  6.55307  1.21241  1.40674
H  5.54466  3.39041  0.73980
H  7.28610  3.38135  0.42359
H  6.13134  3.16807  -0.90314
H  1.33234  -1.24129  -1.05297
H  0.85518  -3.60781  -1.29881
H  1.40166  -4.63169  0.05099
H  0.21960  -2.87775  1.58833
H  -0.79059  -4.01068  0.68729
H  -2.22377  -2.15126  1.44434
H  -2.40712  -0.21769  -0.76190
H  -4.82935  -1.04988  0.85610
H  -4.15412  -2.19368  -0.28941
H  -4.54437  -0.81613  -2.16608
H  -6.02337  -0.88144  -1.21238
H  -4.09193  1.43059  -1.55775
H  -5.78127  1.34189  -1.99464
H  -5.68135  0.85782  0.82231
H  -6.33017  2.26323  0.01549
H  -4.31771  3.48823  0.18795
H  -4.61501  2.75379  1.75813
H  -2.30361  2.63877  1.31258
H  -2.50373  2.01540  -0.30704
H  -1.75635  0.47572  1.68345
H  -3.47741  0.36185  2.03500

* LUMO energy: 0.47 eV
* E_HOMO: -8.643 eV
* SMILES string: CC(C)c1nnc(NC(=O)CCC(=O)NC2CCCCCCC2)s1

Tell me which of them is the least stable. Sure, it is run ii.

Run i
A structure of composition C4H5O. Source: the OMol25 dataset; level of theory: wB97M-V/def2-TZVPD.

Positions of all 10 atoms, in Å:
C  -0.39778  -0.61145  0.65761
C  -0.08237  -0.59857  -0.81663
C  0.08122  0.48304  1.26058
C  0.62273  0.86019  -0.81118
O  0.69941  1.29186  0.36164
H  -0.95467  -1.36443  1.24574
H  -1.05779  -0.20139  -1.20063
H  -0.01120  0.80099  2.36531
H  -0.00049  -1.83286  -1.44822
H  1.10093  1.17262  -1.61422

* charge: +1
* LUMO energy: -6.32 eV
* E_HOMO: -15.621 eV

Run ii
The ion C4H5O with charge +1. Source: the OMol25 dataset; level of theory: wB97M-V/def2-TZVPD.

Positions of all 10 atoms, in Å:
C  -0.90838  -1.11826  -0.00037
C  -0.98100  0.14946  0.05286
C  1.50780  -1.09696  -0.03802
C  0.25894  0.93484  -0.04476
O  1.43470  0.14908  0.04884
H  -1.10794  -2.17201  -0.09994
H  -1.96824  0.58651  -0.19344
H  2.30222  -1.79120  -0.17105
H  0.52314  1.70818  -0.79779
H  0.17814  1.48071  0.84831

* charge: +1
* LUMO energy: -5.41 eV
* E_HOMO: -14.890 eV

Tell me which of them is the least stable. Sure, it is run ii.

Run i
A structure of composition CsH2O. Source: the OMol25 dataset; level of theory: wB97M-V/def2-TZVPD.

Positions of all 4 atoms, in Å:
Cs  24.70984  9.91349  -25.24570
O  23.71464  8.00349  -27.78641
H  23.22338  8.74406  -27.43079
H  24.51706  7.97536  -27.26530

* charge: +1
* LUMO energy: -4.41 eV
* E_HOMO: -16.116 eV

Run ii
A structure of composition CsH2O. Source: the OMol25 dataset; level of theory: wB97M-V/def2-TZVPD.

Positions of all 4 atoms, in Å:
Cs  -1.26875  -0.54125  1.94425
O  0.48325  -0.20025  -0.58575
H  0.05925  0.22875  -1.32775
H  0.72625  0.51275  -0.03075

* charge: +1
* LUMO energy: -4.07 eV
* E_HOMO: -16.336 eV

Run iii
A structure of composition CsH2O. Source: the OMol25 dataset; level of theory: wB97M-V/def2-TZVPD.

Positions of all 4 atoms, in Å:
Cs  9.24447  -1.12835  -19.28283
O  7.76284  -0.52029  -21.13354
H  7.17397  0.10217  -21.56016
H  8.48697  0.01648  -20.81143

* charge: +1
* LUMO energy: -4.08 eV
* E_HOMO: -17.293 eV

Tell me which of them is the least stable. Sure, it is run iii.

Run i
A cluster of 2 separate species, C6H9N2O2 in total. Source: the OMol25 dataset; level of theory: wB97M-V/def2-TZVPD.

Positions of all 19 atoms, in Å:
C  -0.94430  0.79589  1.53571
C  -0.01314  0.86566  2.75150
O  -0.50368  0.37354  3.77880
O  1.01072  1.50570  2.76894
H  -0.80831  1.74469  0.78456
H  -2.02486  1.09661  1.75448
H  -0.94482  -0.23472  1.04238
C  1.48411  0.21454  -0.46474
C  0.52980  -0.27352  -1.39524
C  -0.42532  -0.85852  -3.32195
C  -0.41132  -1.24665  -1.14170
N  0.45106  0.08814  -2.76915
N  -1.01470  -1.62369  -2.38870
H  -0.67160  -0.88580  -4.43912
H  2.47202  0.19186  -0.96397
H  1.47584  -0.38544  0.46589
H  -1.71020  -2.32416  -2.50347
H  -0.78598  -1.62933  -0.27296
H  1.56808  1.15681  0.07377

* charge: -2
* spin multiplicity: 2
* LUMO energy (spin up / spin down): 6.45 / 6.42 eV
* E_HOMO (spin up / spin down): 3.269 / -1.438 eV

Run ii
A cluster of 2 separate species, C6H9N2O2 in total. Source: the OMol25 dataset; level of theory: wB97M-V/def2-TZVPD.

Positions of all 19 atoms, in Å:
C  0.38157  -2.85854  1.98681
C  1.72858  -1.98390  1.57754
O  1.49855  -0.74133  1.46639
O  2.84985  -2.50214  1.65824
H  0.50566  -3.36647  2.97944
H  0.19927  -3.52533  1.12360
H  -0.40332  -2.13873  2.16998
C  -1.57594  2.03151  -3.25428
C  -1.11631  1.72138  0.35764
C  -0.43365  0.58603  -1.46218
C  -1.29250  1.62541  -1.79401
N  -0.45115  0.56308  -0.06539
N  -1.80729  2.33708  -0.65693
H  0.28170  0.04227  0.60198
H  -0.85061  1.90103  1.50119
H  0.01191  -0.33952  -2.03934
H  -0.81457  2.81221  -3.58288
H  -2.60202  2.41817  -3.34117
H  -1.45666  1.11167  -3.82275

* charge: -2
* spin multiplicity: 2
* LUMO energy (spin up / spin down): 5.95 / 5.87 eV
* E_HOMO (spin up / spin down): 3.858 / -1.836 eV

Tell me which of them is the least stable. Sure, it is run i.

Run i
A cluster of 2 separate species, CH5IN2 in total. Source: the OMol25 dataset; level of theory: wB97M-V/def2-TZVPD.

Positions of all 9 atoms, in Å:
H  -0.26721  -1.40559  0.02567
N  0.47977  -0.69732  0.18978
N  -0.07900  0.37130  0.15911
C  -1.36940  0.46333  -0.09679
H  -1.83846  -0.56408  -0.25804
H  -1.79968  1.08893  0.63810
H  -1.47939  1.11212  -0.99093
I  3.98420  -0.24553  0.04067
H  2.36918  -0.12314  0.29243

* LUMO energy: 0.65 eV
* E_HOMO: -9.305 eV
* SMILES string: [H]/N=N\C.I

Run ii
A cluster of 2 separate species, CH5IN2 in total. Source: the OMol25 dataset; level of theory: wB97M-V/def2-TZVPD.

Positions of all 9 atoms, in Å:
C  -0.85272  0.37612  0.11542
N  -0.22150  -0.82648  -0.00760
N  1.08646  -0.78325  -0.07909
I  1.93229  -0.02556  -2.03896
H  -0.21171  0.97632  0.83453
H  -0.78513  0.84820  -0.98971
H  -1.79014  0.40681  0.62787
H  -0.58299  -1.50598  0.63320
H  1.42544  0.53381  0.90434

* LUMO energy: -1.02 eV
* E_HOMO: -9.036 eV

Run iii
A cluster of 2 separate species, CH5IN2 in total. Source: the OMol25 dataset; level of theory: wB97M-V/def2-TZVPD.

Positions of all 9 atoms, in Å:
C  -0.79629  1.45907  0.11887
N  0.84907  -1.54824  -0.01469
N  1.31139  -0.35201  0.31228
I  -2.27395  0.05549  -0.39250
H  -1.06811  1.82314  1.09323
H  -0.41483  2.07672  -0.61125
H  0.39926  -1.88226  0.81667
H  0.44939  -1.94745  -0.96621
H  1.54408  0.31555  -0.35641

* LUMO energy (spin up / spin down): -0.11 / 0.43 eV
* E_HOMO (spin up / spin down): -7.696 / -8.337 eV

Tell me which of them is the least stable. Sure, it is run ii.